{
  "formula": "C48H72O6",
  "method": "ωB97M-V/def2-TZVPD",
  "elements": ["C", "C", "C", "C", "C", "C", "H", "H", "H", "H", "H", "H", "C", "C", "C", "C", "C", "C", "H", "H", "H", "H", "H", "H", "C", "C", "C", "C", "C", "C", "H", "H", "H", "H", "H", "H", "C", "C", "C", "C", "C", "C", "H", "H", "H", "H", "H", "H", "C", "C", "C", "C", "C", "C", "H", "H", "H", "H", "H", "H", "C", "C", "C", "C", "C", "C", "H", "H", "H", "H", "H", "H", "C", "C", "O", "H", "H", "H", "H", "H", "H", "C", "C", "O", "H", "H", "H", "H", "H", "H", "C", "C", "O", "H", "H", "H", "H", "H", "H", "C", "C", "O", "H", "H", "H", "H", "H", "H", "C", "C", "O", "H", "H", "H", "H", "H", "H", "C", "C", "O", "H", "H", "H", "H", "H", "H"],
  "xyz": [[-5.0370, 6.7348, 0.2405], [-4.8925, 5.4149, 0.6599], [-5.3537, 4.3851, -0.1427], [-5.9547, 4.7243, -1.3446], [-6.0942, 6.0478, -1.7410], [-5.6095, 7.0259, -0.9705], [-4.4283, 7.4317, 0.8281], [-4.2866, 5.1889, 1.5540], [-5.1455, 3.3754, 0.1858], [-6.2836, 3.9569, -2.0455], [-6.5480, 6.2318, -2.7505], [-5.6794, 8.0696, -1.3004], [5.3922, 2.1055, -4.4462], [6.5035, 1.2377, -4.3311], [6.3205, -0.1166, -4.5211], [4.9930, -0.5716, -4.6876], [3.9063, 0.3075, -4.6551], [4.1415, 1.6574, -4.5977], [5.4997, 3.2480, -4.4697], [7.4555, 1.6858, -4.3372], [7.2212, -0.7700, -4.4921], [4.6466, -1.5673, -4.8603], [2.9282, -0.1240, -4.8795], [3.2803, 2.2917, -4.8024], [8.4754, 0.2240, 0.1071], [9.2546, -0.7395, 0.8430], [8.6617, -1.8868, 1.2666], [7.3393, -2.1313, 1.0024], [6.5638, -1.2332, 0.3216], [7.1835, -0.0334, -0.0839], [8.9484, 1.0865, -0.2652], [10.2715, -0.6270, 0.9332], [9.3332, -2.7049, 1.6019], [6.8942, -3.0395, 1.4325], [5.5401, -1.4378, 0.0728], [6.5723, 0.6622, -0.6406], [-2.0003, 5.3529, -3.8912], [-2.2530, 5.5988, -2.5698], [-1.6443, 4.8824, -1.5523], [-0.7157, 3.8965, -2.0304], [-0.4043, 3.6427, -3.3651], [-1.0789, 4.3587, -4.3469], [-2.5188, 5.9386, -4.6675], [-2.9883, 6.3499, -2.3990], [-1.9326, 4.9228, -0.5105], [-0.2081, 3.3459, -1.2131], [0.3603, 2.8877, -3.5891], [-0.8544, 4.1096, -5.3793], [1.0348, -4.8228, -1.1143], [0.1148, -5.6854, -0.5071], [-1.1893, -5.8080, -1.0095], [-1.5103, -5.2399, -2.1991], [-0.5752, -4.4464, -2.8774], [0.6705, -4.1854, -2.3211], [2.0268, -4.7210, -0.6774], [0.4753, -6.2013, 0.4064], [-1.9555, -6.3602, -0.4098], [-2.5105, -5.4931, -2.5770], [-0.9057, -3.9444, -3.7990], [1.2547, -3.4041, -2.7645], [1.6311, -4.1349, 4.6843], [1.6390, -5.4333, 4.0972], [2.3317, -5.5973, 2.9040], [3.0366, -4.5616, 2.3047], [3.1250, -3.3525, 2.9597], [2.3239, -3.0940, 4.0555], [1.1135, -3.9289, 5.6079], [1.1547, -6.2555, 4.5926], [2.2913, -6.5363, 2.3856], [3.5156, -4.7290, 1.3524], [3.6046, -2.5025, 2.4815], [2.3012, -2.1161, 4.5012], [-4.3810, 1.6568, 2.1334], [-3.2462, 2.3210, 2.8513], [-2.5330, 3.2773, 2.0025], [-4.2908, 1.6039, 0.9909], [-5.4125, 2.0621, 2.3058], [-4.3217, 0.5725, 2.4031], [-2.5864, 1.5933, 3.3561], [-3.7384, 2.8945, 3.6567], [-2.1133, 2.8697, 1.2343], [-3.1937, 1.0839, -4.1482], [-2.8539, 1.3028, -2.7264], [-1.7245, 0.5796, -2.4230], [-3.4076, 0.0310, -4.3217], [-2.2754, 1.3413, -4.7383], [-4.0871, 1.7044, -4.2800], [-3.6081, 0.9958, -2.0138], [-2.6734, 2.3827, -2.4954], [-1.9245, -0.3904, -2.3265], [-0.4641, 1.2847, 5.7780], [0.8229, 0.5524, 5.6817], [0.6913, -0.7782, 6.2004], [-1.2219, 0.8827, 5.1663], [-0.3662, 2.3656, 5.5799], [-0.7911, 1.2221, 6.8610], [1.5640, 1.0589, 6.3050], [1.0840, 0.4783, 4.6752], [0.1100, -1.2529, 5.5758], [-1.6827, -3.7970, 2.4173], [-1.4521, -3.1768, 3.7617], [-0.9557, -1.8473, 3.7615], [-2.0747, -4.7940, 2.6055], [-0.7385, -3.9967, 1.8468], [-2.2616, -3.1287, 1.8420], [-0.7760, -3.8140, 4.3982], [-2.4141, -3.2258, 4.2984], [-0.2933, -1.7605, 3.0623], [-4.1397, -1.4971, -0.1881], [-3.6272, -2.4199, -1.3007], [-2.2688, -2.0002, -1.6158], [-4.8656, -1.9288, 0.4732], [-4.5571, -0.5762, -0.5587], [-3.3167, -1.2959, 0.4563], [-4.2884, -2.4702, -2.1274], [-3.6424, -3.4627, -0.9163], [-1.8018, -2.7696, -2.0210], [0.6036, -0.1791, 0.7239], [0.0820, 1.2014, 0.8087], [-1.1268, 1.4953, 0.0026], [1.0228, -0.3310, -0.2639], [-0.1873, -0.8633, 0.9047], [1.3138, -0.3481, 1.5489], [0.8336, 1.9358, 0.5228], [-0.2105, 1.4480, 1.8747], [-1.0055, 1.0636, -0.8488]],
  "atomic_forces_ev_per_a": [[1.727, -0.563, 1.272], [0.510, 0.158, 0.332], [0.089, 0.239, 0.076], [-0.212, -0.824, -0.435], [-1.194, -1.832, -2.422], [0.150, 2.876, 0.605], [-0.800, 0.322, -0.302], [-0.526, 0.098, -0.467], [-0.266, -0.073, -0.336], [0.026, 0.015, 0.286], [0.459, 0.023, 1.160], [0.102, -0.380, 0.122], [2.218, 2.720, 0.353], [-1.727, 0.585, -0.955], [-0.110, -0.666, 0.380], [-0.393, 0.586, 0.441], [0.763, -1.430, -0.781], [-2.510, -0.296, -0.433], [0.322, -1.862, 0.181], [1.154, 0.242, 0.387], [-1.034, 0.305, -0.191], [0.786, -0.877, 0.002], [0.151, 0.366, 0.294], [0.365, 0.322, 0.370], [2.509, -1.738, 2.037], [-2.413, 1.252, -1.643], [1.747, -1.129, -0.032], [-1.538, -1.276, 0.841], [0.887, 0.733, 0.082], [-2.882, -0.409, -1.018], [0.390, 1.020, -0.372], [2.219, 0.442, 0.321], [-0.751, 0.649, 0.326], [0.138, 0.233, -0.521], [-0.308, 0.030, 0.051], [-0.035, 0.187, -0.103], [0.957, -0.903, -2.639], [-0.382, 0.165, 0.462], [1.092, -1.837, -2.042], [0.100, 0.585, 2.368], [-0.093, 0.234, 0.518], [-0.408, 0.505, 1.198], [0.183, -0.260, 0.537], [-0.461, 0.482, 0.550], [0.201, 0.266, -0.019], [-0.279, 0.137, -0.882], [-0.460, 0.304, -0.026], [-0.364, 0.465, -0.046], [-0.556, -0.452, -0.744], [0.702, 0.389, 0.565], [0.357, -1.149, 2.066], [-0.623, -0.043, -0.965], [-0.708, 0.309, -0.245], [-0.554, -0.199, 0.868], [-0.249, 0.190, -0.156], [-0.678, 0.331, -0.586], [0.820, 0.347, -0.758], [0.479, 0.589, -0.213], [0.411, -0.295, 0.322], [0.593, -0.019, -0.209], [0.407, -0.795, -0.934], [0.545, 1.791, 0.434], [-0.365, -0.154, -0.122], [0.105, -0.401, 0.455], [-0.789, 1.077, -1.068], [0.042, -0.850, 1.001], [-0.132, -0.086, 0.092], [-0.193, -0.186, -0.020], [0.011, -0.449, -0.036], [0.212, 0.016, -0.025], [0.297, -0.196, 0.093], [0.029, 0.272, 0.147], [-0.935, -2.047, -1.962], [0.223, 1.463, -0.424], [-0.509, -0.150, 1.315], [0.346, 0.343, 1.525], [1.035, -0.298, 0.186], [-0.663, 0.695, -0.027], [0.023, 0.290, -0.553], [0.745, 0.174, -0.228], [-0.182, -0.672, 0.041], [0.008, 0.450, -0.380], [-0.181, 0.983, 0.998], [2.228, -1.637, 0.560], [-0.221, -0.074, -0.118], [-1.170, 0.148, 0.161], [0.207, -0.105, -1.024], [-0.906, -0.031, -0.024], [0.034, -0.827, -0.343], [-0.013, 1.010, 0.013], [-0.259, 1.480, 2.555], [-0.413, -0.563, 1.650], [-0.123, -0.184, -0.342], [-0.925, -0.565, -0.783], [0.079, -0.387, -0.197], [0.087, 0.020, -1.157], [0.204, -0.194, -0.367], [1.094, 0.128, -1.796], [0.167, 0.186, 0.275], [2.229, -0.779, 0.090], [0.389, -1.129, 1.558], [-0.129, 0.238, -0.158], [-0.621, 0.075, -0.339], [-0.467, 0.394, 0.504], [-1.149, 0.310, -0.877], [-0.508, 0.453, -0.770], [0.257, 0.678, -0.106], [-0.069, -0.158, 0.120], [0.141, -0.364, -0.659], [0.599, -0.513, 1.989], [-0.593, -1.184, -0.544], [-0.660, -0.603, -0.030], [0.030, 0.431, -0.198], [0.838, 0.505, 0.411], [-0.398, 0.475, -1.253], [0.483, 0.466, -0.058], [-0.410, 0.755, 0.434], [0.445, -0.011, 0.226], [-1.887, 2.108, 0.923], [1.504, -0.541, 1.918], [0.339, -0.465, -0.021], [-0.909, -0.839, -0.132], [0.245, 0.116, -0.564], [0.250, 0.034, 0.005], [0.221, -0.223, -1.107], [-0.415, -0.096, -0.764]],
  "mulliken_charge": [-0.513, -0.175, 0.027, -0.307, -0.456, -0.294, 0.310, 0.285, 0.080, 0.340, 0.299, 0.343, -0.364, -0.417, -0.560, -0.308, -0.371, -0.189, 0.242, 0.500, 0.332, 0.380, 0.394, 0.365, -0.576, -0.323, -0.507, -0.041, -0.566, -0.303, 0.436, 0.439, 0.266, 0.314, 0.484, 0.376, -0.645, -0.107, -0.685, 0.025, -0.333, -0.350, 0.335, 0.420, 0.472, 0.057, 0.347, 0.422, -0.302, -0.409, -0.080, -0.332, -0.749, -0.241, 0.281, 0.250, 0.345, 0.383, 0.341, 0.566, -0.816, -0.363, -0.514, -0.221, -0.741, -0.334, 0.629, 0.422, 0.441, 0.543, 0.421, 0.544, -0.502, 0.527, -0.531, -0.264, 0.337, 0.310, -0.522, 0.417, 0.214, -1.338, 0.805, -0.270, 0.385, 0.235, 0.362, -0.120, -0.166, 0.163, -0.894, -0.070, -0.568, 0.070, 0.362, 0.313, 0.393, 0.098, 0.298, -0.667, -0.172, -0.182, 0.532, 0.082, -0.003, -0.035, 0.424, 0.020, -1.056, -0.330, -0.397, 0.487, 0.271, 0.011, 0.386, 0.337, -0.022, -1.074, 0.043, -0.089, 0.454, -0.002, 0.428, 0.320, 0.086, 0.139],
  "charge": 0,
  "orbital_gap_ev": 9.046,
  "molar_mass_g_mol": 745.1,
  "smiles": "c1ccccc1.c1ccccc1.c1ccccc1.c1ccccc1.c1ccccc1.c1ccccc1.CCO.CCO.CCO.CCO.CCO.CCO",
  "max_force_ev_per_a": 3.67,
  "lumo_energy_ev": 0.291
}